Version one
The following is a DFT calculation (ωB97M-V/def2-TZVPD) of 2 unconnected molecules or ions with the total composition C5H14OSi.

Geometry as XYZ:
```
21
Properties=species:S:1:pos:R:3
Si 1.349 -0.761 -0.460
O 2.280 0.628 -0.201
C -2.593 -0.666 -0.549
C 2.269 -2.071 0.631
C 1.992 1.893 -0.572
C -1.599 -0.180 0.497
C -1.861 1.253 0.834
H 2.122 -2.901 -0.136
H -3.519 -0.117 -0.463
H 0.980 2.136 -0.264
H 1.504 -1.240 -1.799
H -2.895 1.311 1.096
H 3.366 -2.011 0.755
H 2.678 2.652 -0.153
H -1.791 1.869 0.000
H 1.669 -2.390 1.386
H 1.993 2.012 -1.626
H -2.730 -1.746 -0.422
H -1.680 -0.721 1.354
H -2.330 -0.469 -1.533
H -1.201 1.520 1.625
```

Results
LUMO energy (alpha / beta) ... -0.135 / 0.262 eV
Net charge ... 0
E_HOMO (alpha / beta) ... -8.1 / -7.5 eV


Version two
The following is a DFT calculation (ωB97M-V/def2-TZVPD) of a single C5H14OSi molecule.

Geometry as XYZ:
```
21
Properties=species:S:1:pos:R:3
Si -0.436 -0.291 -0.370
O 1.345 0.738 2.325
C -1.678 0.951 0.342
C -0.679 -0.432 -2.247
C -0.487 -1.935 0.430
C 1.490 1.304 1.023
C 1.293 0.283 -0.060
H -1.498 2.004 0.008
H 1.908 -0.644 0.209
H -0.462 -1.787 1.482
H 0.728 2.058 0.946
H 2.379 1.896 0.805
H -1.627 0.020 -2.631
H 1.694 0.554 -1.025
H 0.328 -2.569 0.163
H -2.611 0.671 0.009
H -1.701 0.977 1.395
H -0.006 0.088 -2.990
H 2.065 0.084 2.419
H -0.600 -1.499 -2.523
H -1.445 -2.471 0.291
```

Results
LUMO energy ... 0.897 eV
SMILES ... C[Si](C)(C)CCO
Net charge ... 0
E_HOMO ... -9.8 eV


Most stable structure, least stable structure: version two, version one.


Version one
The following is a DFT calculation (ωB97M-V/def2-TZVPD) of 2 unconnected molecules or ions with the total composition CH3NO2S.

Geometry as XYZ:
```
8
Properties=species:S:1:pos:R:3
S -0.978 -0.719 -1.214
O 0.811 1.135 1.314
O -0.393 -1.486 -2.369
N -0.600 -1.128 0.344
C 0.569 1.734 0.302
H 0.992 2.644 0.045
H -0.049 -1.927 0.720
H -0.353 -0.254 0.858
```

Results
LUMO energy (alpha / beta) ... -0.030 / -1.135 eV
2S+1 ... 3
<S²> ... 2.007
Net charge ... 0
E_HOMO (alpha / beta) ... -7.6 / -10.4 eV


Version two
The following is a DFT calculation (ωB97M-V/def2-TZVPD) of 2 unconnected molecules or ions with the total composition CH3NO2S.

Geometry as XYZ:
```
8
Properties=species:S:1:pos:R:3
S -1.118 -0.548 -1.654
O -2.345 2.033 -0.184
O -3.632 1.296 -1.760
N -2.685 1.412 -1.099
C -0.184 -0.156 -0.173
H 0.841 0.135 -0.643
H -0.100 -0.823 0.599
H -0.594 0.638 0.272
```

Results
LUMO energy (alpha / beta) ... 0.988 / -2.324 eV
2S+1 ... 3
<S²> ... 2.006
Net charge ... 0
E_HOMO (alpha / beta) ... -8.4 / -9.2 eV


Most stable structure, least stable structure: version one, version two.